No. 1
Density functional theory data (the ωB97M-V functional and the def2-TZVPD basis) for a structure of composition C26H26Cl2N6RhS.

```
! RIJCOSX wB97M-V def2-TZVPD def2/J DEFGRID3
* xyz 1 5
Rh -0.2889 0.6757 -0.0520
C 3.7444 1.4228 -1.9590
C 4.5514 0.4566 -1.3857
C 3.9817 -0.4981 -0.5572
C 2.6160 -0.4562 -0.3229
N 1.8445 0.4900 -0.8740
C 2.3897 1.4035 -1.6698
C 1.9118 -1.4617 0.5293
C 2.5372 -2.5573 1.1092
C 1.7686 -3.4432 1.8455
C 0.4052 -3.2365 1.9772
C -0.1553 -2.1195 1.3737
N 0.6034 -1.2658 0.6886
C -1.6153 -1.8009 1.4039
C -2.5278 -2.5419 2.1390
C -3.8698 -2.1977 2.0871
C -4.2650 -1.1320 1.2980
C -3.2915 -0.4391 0.5971
N -2.0037 -0.7609 0.6547
H 4.1487 2.1820 -2.6129
H 5.6153 0.4404 -1.5797
H 4.6010 -1.2583 -0.1054
H 1.7080 2.1389 -2.0787
H 3.5958 -2.7290 0.9888
H 2.2312 -4.3052 2.3067
H -0.1990 -3.9394 2.5300
H -2.2075 -3.3734 2.7487
H -4.5967 -2.7615 2.6561
H -5.3023 -0.8387 1.2238
H -3.5374 0.4019 -0.0409
C -2.1561 5.7782 -0.3677
C -3.0547 4.5697 -0.1387
N -2.4364 3.3191 -0.5519
C -2.3399 2.8587 -1.8001
S -1.4675 1.4287 -2.1533
N -2.9455 3.5273 -2.7833
C -2.9482 3.1211 -4.1869
C -3.6775 4.1620 -5.0139
H -2.6557 6.6893 -0.0388
H -1.8937 5.8936 -1.4204
H -1.2298 5.6701 0.1984
H -4.0200 4.6837 -0.6399
H -3.2792 4.4642 0.9222
H -1.8996 2.7996 0.1316
H -3.4570 4.3634 -2.5512
H -3.4259 2.1443 -4.2777
H -1.9164 3.0078 -4.5212
H -4.7146 4.2690 -4.6911
H -3.6856 3.8652 -6.0608
H -3.1876 5.1346 -4.9455
Cl -2.3590 2.3175 2.8760
C -0.9883 3.3842 2.8813
C -0.9148 4.3916 3.8181
C 0.1826 5.2444 3.8240
C 1.2030 5.0828 2.8935
C 1.1227 4.0736 1.9594
Cl 2.3937 3.8687 0.8042
C 0.0215 3.1784 1.9064
N -0.0637 2.2234 0.9840
H -1.7101 4.5052 4.5416
H 0.2450 6.0349 4.5584
H 2.0619 5.7391 2.8937
*
```

Calculated values
E_LUMO (alpha / beta) = -2.833 / -3.388 eV
Energy relative to the best compared isomer or geometry (same formula, charge and spin) = 0.0 kJ/mol
Gap between HOMO and LUMO (alpha / beta) = 7.0 / 7.2 eV
E = -2763.84462 hartree

No. 2
Density functional theory data (the ωB97M-V functional and the def2-TZVPD basis) for a structure of composition C24H42Cl3N4O3PdSi at a distorted geometry.

```
! RIJCOSX wB97M-V def2-TZVPD def2/J DEFGRID3
* xyz -1 3
C -1.5031 -1.9108 -3.5506
C -1.0643 -2.9318 -2.5574
H -1.1441 -2.1746 -4.5478
H -1.1258 -0.9128 -3.2817
H -2.5990 -1.8618 -3.6016
C -0.6340 -4.1705 -2.8625
C -0.5286 -4.7151 -4.2477
H -0.3416 -4.8657 -2.0687
H -0.7464 -3.9670 -5.0184
H -1.2193 -5.5571 -4.3858
H 0.4823 -5.1091 -4.4202
Pd 0.1316 0.2398 -0.1378
Cl -2.2233 0.5426 -0.0775
Cl 0.1130 1.1179 -2.2519
H 0.5248 4.7242 2.9985
H -1.5158 5.6792 1.7765
C 0.9423 4.4603 2.0177
C -1.0542 5.3560 0.8330
N -0.1489 4.2359 1.0772
H 1.5526 3.5587 2.0997
C -0.3376 3.0489 0.5315
O 0.5021 2.1190 0.7320
H -1.8321 5.0229 0.1375
H -1.2489 2.8880 -0.0672
H 1.5530 5.3003 1.6666
H -0.5003 6.1950 0.3897
H 1.6118 -1.3960 -3.4071
H 2.4753 -3.5519 -1.9543
C 2.5298 -0.8895 -3.0783
C 3.3703 -2.9067 -1.9294
N 3.0143 -1.4967 -1.8456
H 2.3315 0.1711 -2.9249
C 2.9138 -0.9086 -0.6487
O 2.3128 0.1696 -0.4039
H 3.9804 -3.1728 -1.0593
H 3.4389 -1.4471 0.1597
H 3.3012 -1.0457 -3.8382
H 3.9434 -3.0679 -2.8493
O 0.1129 -1.6777 -0.9730
C -1.0227 -2.4387 -1.1048
C 0.0973 -4.2841 0.2468
C -1.0288 -3.5018 0.0029
H 0.9820 -4.1151 -0.3800
C 0.0868 -5.2301 1.2718
H -1.9148 -1.8068 -0.9709
C -2.1570 -3.6357 0.7995
H 1.0071 -5.7758 1.4922
C -1.1021 -5.4660 1.9695
C -2.2320 -4.6761 1.7286
H -2.9715 -2.9268 0.6390
H -1.1435 -6.2954 2.6691
H -3.1606 -4.8500 2.2762
Si -0.3302 4.0105 -4.6683
Cl -0.5132 2.0104 -5.2413
C 1.5105 4.3110 -4.4820
C -1.4965 4.1738 -3.2035
C -0.9169 5.2387 -5.9941
H 1.9871 3.4765 -3.9521
H 1.7090 5.2447 -3.9377
H 1.9760 4.4033 -5.4755
H -0.2555 5.2594 -6.8738
H -0.9162 6.2500 -5.5540
H -1.9378 5.0217 -6.3393
H -1.2756 3.3891 -2.4619
H -2.5345 4.0367 -3.5484
H -1.4355 5.1649 -2.7279
C -1.5302 0.5296 3.1260
C -0.4893 -0.4615 2.8439
N 0.2773 -0.6765 1.7720
C 1.1123 -1.7497 2.0404
C 0.8103 -2.2064 3.2990
N -0.1762 -1.3848 3.7792
H -1.9214 0.3085 4.1258
H -1.0973 1.5347 3.1155
H -2.3206 0.4497 2.3721
H 1.8495 -2.1360 1.3520
H 1.1831 -3.0670 3.8203
H -0.5972 -1.4153 4.6988
*
```

Calculated values
E_LUMO (alpha / beta) = 2.555 / 2.553 eV
Energy relative to the best compared isomer or geometry (same formula, charge and spin) = 0.0 kJ/mol
Gap between HOMO and LUMO (alpha / beta) = 5.1 / 6.5 eV
E = -3182.53885 hartree

No. 3
Density functional theory data (the ωB97M-V functional and the def2-TZVPD basis) for an isolated molecule of C3H5BN2 at a distorted geometry.

```
! RIJCOSX wB97M-V def2-TZVPD def2/J DEFGRID3
* xyz 0 1
B 1.3294 -1.1247 -0.5394
C -1.0720 1.1618 0.8809
C 0.1033 0.4931 1.0765
C -0.7726 0.0874 -0.9196
N -1.6067 0.8656 -0.4039
N 0.3232 -0.2092 -0.1788
H 1.6183 -1.3284 -1.6516
H 1.9711 -1.8180 0.3050
H -1.7474 1.8286 1.3836
H 0.8350 0.3477 1.8972
H -0.9815 -0.3041 -1.8500
*
```

Calculated values
E_LUMO = 0.208 eV
Energy relative to the best compared isomer or geometry (same formula, charge and spin) = 0.0 kJ/mol
Gap between HOMO and LUMO = 9.8 eV
E = -251.65881 hartree

No. 4
Density functional theory data (the ωB97M-V functional and the def2-TZVPD basis) for a structure of composition C10H10N2S at a distorted geometry.

```
! RIJCOSX wB97M-V def2-TZVPD def2/J DEFGRID3
* xyz 0 1
C 1.6334 1.2700 3.6988
C 1.3315 1.7200 2.0867
C 1.1928 2.9979 1.6714
C 0.2498 1.3909 0.0966
C -0.5740 -0.6007 -1.2988
C -0.0203 -1.6662 -0.6011
C -0.5705 -2.8304 -1.0706
C -1.2843 -2.9525 -2.2783
C -1.4424 -1.8094 -3.1540
C -1.1558 -0.6403 -2.5524
H 2.8302 0.9526 3.5857
H 0.9778 0.4502 3.9034
H 1.4431 2.1493 4.4199
H 1.0495 3.8995 2.3309
H -1.4413 1.5838 -1.2835
H 0.5297 -1.4238 0.2672
H -0.5522 -3.7943 -0.4564
H -1.9126 -3.9180 -2.3959
H -1.6985 -1.6007 -4.2051
H -1.4446 0.1094 -3.1012
N -0.3779 0.7940 -0.9273
N 0.9372 0.7224 1.0822
S 0.2992 3.1962 0.1819
*
```

Calculated values
E_LUMO = -0.011 eV
Energy relative to the best compared isomer or geometry (same formula, charge and spin) = 503.2 kJ/mol
Gap between HOMO and LUMO = 7.7 eV
E = -894.58705 hartree

No. 5
Density functional theory data (the ωB97M-V functional and the def2-TZVPD basis) for a cluster of 2 separate species, C6H10BrO3 in total at a distorted geometry.

```
! RIJCOSX wB97M-V def2-TZVPD def2/J DEFGRID3
* xyz -1 1
C 0.8225 -1.4000 0.9912
C -0.1811 2.1804 -0.0818
C 0.0763 0.0256 -1.1998
C -1.8999 0.4467 0.3684
C 0.4249 0.0453 1.2780
C -0.3753 0.6818 0.1970
O 2.0881 -1.6707 0.7414
O -0.0454 -2.2472 0.9024
O 0.6781 0.6248 2.3702
Br 2.7858 -4.5275 -1.4916
H -0.5705 2.8219 0.7149
H -0.7364 2.4282 -1.0839
H 0.8649 2.3392 -0.1854
H -0.3692 -0.8545 -1.4372
H -0.2130 0.7312 -1.9802
H 1.1820 -0.0337 -1.3897
H -2.4555 0.9793 1.0400
H -2.0418 -0.6206 0.5226
H -2.2372 0.6518 -0.6408
H 2.2026 -2.6022 0.3643
*
```

Calculated values
E_LUMO = 2.849 eV
Energy relative to the best compared isomer or geometry (same formula, charge and spin) = 0.0 kJ/mol
Gap between HOMO and LUMO = 6.9 eV
E = -3034.43549 hartree

No. 6
Density functional theory data (the ωB97M-V functional and the def2-TZVPD basis) for an isolated molecule of C2H2S5 at a distorted geometry.

```
! RIJCOSX wB97M-V def2-TZVPD def2/J DEFGRID3
* xyz 0 1
C -0.8652 0.9790 -0.0463
C 0.8700 -0.0695 -0.6357
S -1.0180 2.4709 -0.4081
S -2.0091 -0.0763 0.5473
S 0.2378 -1.6335 -1.0672
S -0.9832 -1.8536 0.6393
S 1.8576 0.2096 0.8328
H 0.9419 0.5921 -1.4038
H 0.9683 -0.6186 1.5418
*
```

Calculated values
E_LUMO = -0.725 eV
Energy relative to the best compared isomer or geometry (same formula, charge and spin) = 144.8 kJ/mol
Gap between HOMO and LUMO = 7.4 eV
E = -2068.26417 hartree